Entry 1:
9 unconnected molecules or ions with the total composition C28H54O27 in a non-equilibrium geometry. Source: the OMol25 dataset; level of theory: ωB97M-V/def2-TZVPD.

Each line ends with the Löwdin charge.
CARTESIAN COORDINATES (ANGSTROEM)
C (1.768, -0.286, -3.005)  -0.015
C (0.976, -0.283, -1.767)  -0.297
C (-0.192, 0.677, -1.910)  -0.076
O (-1.315, -0.196, -1.851)  0.079
C (-0.968, -1.489, -1.586)  -0.550
O (-1.706, -2.431, -1.418)  0.144
O (0.345, -1.594, -1.677)  0.065
H (1.218, -0.678, -3.843)  0.104
H (2.510, -1.061, -2.852)  0.079
H (2.265, 0.693, -3.173)  0.098
H (1.590, -0.140, -0.905)  0.120
H (-0.094, 1.296, -2.744)  0.114
H (-0.350, 1.265, -1.022)  0.118
C (4.256, -2.594, -0.602)  -0.015
O (5.488, -1.911, -0.236)  -0.037
C (5.790, -0.640, -0.762)  -0.282
O (4.819, 0.175, -1.577)  -0.139
O (6.966, -0.216, -0.339)  0.006
C (7.351, 1.106, -0.651)  -0.043
H (3.481, -1.927, -0.349)  0.044
H (4.169, -3.549, -0.073)  0.110
H (4.248, -2.660, -1.670)  0.087
H (8.028, 1.508, 0.041)  0.074
H (6.410, 1.696, -0.505)  0.099
H (7.683, 1.271, -1.706)  0.119
C (1.106, 4.602, 3.223)  -0.094
O (1.936, 5.486, 2.586)  -0.010
C (3.124, 5.014, 2.044)  -0.248
O (3.562, 3.652, 2.485)  -0.138
O (3.808, 5.865, 1.268)  0.002
C (5.053, 5.656, 0.725)  -0.058
H (1.275, 3.604, 2.711)  0.095
H (0.126, 4.895, 2.938)  0.080
H (1.134, 4.473, 4.331)  0.120
H (4.926, 5.279, -0.268)  0.085
H (5.630, 4.951, 1.316)  0.099
H (5.544, 6.642, 0.622)  0.113
C (0.723, -4.593, -0.865)  -0.110
O (-0.202, -5.490, -1.172)  -0.012
C (-0.110, -6.252, -2.280)  -0.406
O (0.893, -5.988, -3.222)  -0.055
O (-1.019, -7.171, -2.449)  0.013
C (-0.838, -8.225, -3.372)  -0.047
H (0.707, -3.778, -1.647)  0.109
H (1.665, -5.047, -0.959)  0.080
H (0.534, -4.148, 0.142)  0.106
H (-0.860, -7.868, -4.381)  0.086
H (-1.524, -9.053, -3.285)  0.082
H (0.167, -8.803, -3.164)  0.140
C (-3.207, -4.946, 0.355)  -0.023
O (-4.372, -5.339, 1.071)  0.010
C (-5.518, -5.013, 0.543)  -0.457
O (-5.743, -4.370, -0.616)  0.002
O (-6.551, -5.280, 1.424)  -0.014
C (-7.797, -5.196, 0.948)  -0.096
H (-2.297, -5.326, 0.921)  0.118
H (-3.137, -3.862, 0.511)  0.079
H (-3.154, -5.356, -0.638)  0.097
H (-7.842, -4.364, 0.314)  0.086
H (-8.385, -4.982, 1.779)  0.090
H (-8.058, -6.061, 0.495)  0.076
C (-1.939, 4.832, -1.634)  0.014
O (-1.186, 4.496, -0.446)  -0.003
C (-1.740, 3.811, 0.530)  -0.378
O (-3.087, 3.859, 0.883)  -0.038
O (-0.810, 2.933, 1.089)  -0.035
C (-1.203, 2.158, 2.226)  -0.041
H (-1.279, 4.885, -2.459)  0.068
H (-2.466, 5.689, -1.456)  0.076
H (-2.465, 3.987, -2.017)  0.100
H (-1.912, 1.468, 1.947)  0.064
H (-1.815, 2.686, 2.842)  0.044
H (-0.388, 1.639, 2.787)  0.117
C (-1.025, -1.983, 1.908)  -0.097
O (-0.362, -0.909, 1.507)  -0.011
C (0.976, -0.888, 1.639)  -0.349
O (1.851, -2.029, 1.604)  -0.072
O (1.385, 0.347, 1.890)  -0.006
C (2.718, 0.610, 1.983)  -0.072
H (-0.412, -2.906, 1.959)  0.109
H (-2.011, -2.026, 1.386)  0.105
H (-1.261, -1.708, 2.919)  0.098
H (3.370, -0.267, 2.033)  0.102
H (2.870, 1.105, 2.932)  0.093
H (3.076, 1.369, 1.232)  0.099
C (2.248, 2.683, -1.180)  -0.017
O (1.976, 2.942, -2.587)  -0.028
C (1.722, 4.254, -2.879)  -0.240
O (1.329, 5.166, -1.779)  -0.109
O (1.597, 4.585, -4.255)  -0.030
C (1.230, 5.933, -4.579)  -0.066
H (1.326, 2.923, -0.659)  0.088
H (3.005, 3.343, -0.779)  0.094
H (2.539, 1.719, -0.949)  0.038
H (1.067, 6.665, -3.734)  0.107
H (0.294, 5.918, -5.071)  0.075
H (2.016, 6.435, -5.153)  0.095
C (-4.699, 2.633, 3.461)  -0.043
O (-5.076, 1.421, 2.798)  -0.019
C (-4.674, 0.171, 3.061)  -0.404
O (-3.631, 0.013, 4.079)  -0.130
O (-5.253, -0.720, 2.322)  0.049
C (-5.086, -2.104, 2.749)  0.005
H (-3.738, 2.486, 4.036)  0.090
H (-5.405, 2.857, 4.282)  0.098
H (-4.550, 3.438, 2.698)  0.088
H (-5.539, -2.364, 3.745)  0.126
H (-4.052, -2.398, 2.793)  0.074
H (-5.558, -2.801, 2.081)  0.071

Its HOMO-LUMO gap is 10.092 eV. The total energy comes out at -3130.22315 Eh. The charge is 0. The energy above the lowest of the compared OMol25 structures with the same formula, charge and spin is 93.42 kcal per mole.

=====

Entry 2:
A molecular structure, C28H55As2NReSi4 in a non-equilibrium geometry. Source: the OMol25 dataset; level of theory: ωB97M-V/def2-TZVPD.

Each line ends with the Löwdin charge.
CARTESIAN COORDINATES (ANGSTROEM)
Re (0.203, 0.164, -1.151)  0.794
C (3.314, -0.669, -1.433)  -0.063
N (2.321, 0.326, -1.875)  -0.386
C (2.137, 0.187, -3.340)  -0.068
C (2.827, 1.691, -1.588)  -0.150
C (1.727, 2.680, -1.824)  -0.284
C (1.979, 3.946, -2.324)  -0.018
C (0.933, 4.833, -2.540)  -0.037
C (-0.367, 4.432, -2.273)  -0.053
C (-0.613, 3.162, -1.770)  -0.141
C (0.423, 2.257, -1.516)  -0.292
H (4.266, -0.515, -1.948)  0.116
H (2.961, -1.674, -1.663)  0.066
H (3.470, -0.589, -0.359)  0.073
H (3.085, 0.339, -3.865)  0.118
H (1.427, 0.928, -3.709)  0.099
H (1.783, -0.815, -3.581)  0.055
H (3.706, 1.902, -2.204)  0.147
H (3.113, 1.725, -0.535)  0.090
H (2.996, 4.243, -2.550)  0.127
H (1.129, 5.818, -2.941)  0.120
H (-1.194, 5.103, -2.457)  0.117
H (-1.640, 2.871, -1.587)  0.048
C (-3.852, 1.139, -1.239)  -0.226
As (-2.286, 0.039, -1.567)  1.064
C (-2.304, 0.184, -3.508)  -0.241
C (-2.830, -1.811, -1.292)  -0.416
C (-4.138, -2.129, -0.945)  -0.088
C (-4.526, -3.451, -0.789)  -0.037
C (-3.598, -4.466, -0.961)  -0.036
C (-2.285, -4.155, -1.277)  -0.092
C (-1.888, -2.834, -1.449)  -0.434
As (-0.031, -2.418, -1.900)  1.108
C (0.938, -4.007, -1.328)  -0.256
C (-0.028, -2.860, -3.809)  -0.256
H (-4.696, 0.681, -1.752)  0.049
H (-3.685, 2.120, -1.680)  0.041
H (-4.071, 1.256, -0.181)  0.027
H (-3.291, -0.090, -3.882)  0.056
H (-1.568, -0.461, -3.983)  0.002
H (-2.094, 1.217, -3.791)  0.040
H (-4.867, -1.343, -0.791)  0.102
H (-5.552, -3.681, -0.536)  0.122
H (-3.890, -5.501, -0.846)  0.122
H (-1.567, -4.956, -1.394)  0.102
H (0.584, -4.863, -1.899)  0.045
H (0.819, -4.195, -0.263)  0.024
H (1.999, -3.886, -1.546)  0.036
H (-0.790, -3.620, -3.973)  0.050
H (0.944, -3.278, -4.070)  0.044
H (-0.226, -2.021, -4.472)  0.016
C (2.472, -2.478, 1.651)  -0.217
Si (0.870, -1.779, 2.377)  0.402
C (1.004, -1.632, 4.249)  -0.186
C (-0.601, -2.880, 1.916)  -0.217
Si (0.509, 0.356, 1.185)  0.389
Si (2.210, 1.912, 2.350)  0.475
C (3.972, 1.290, 2.054)  -0.201
C (1.802, 3.571, 1.550)  -0.203
C (1.948, 1.906, 4.212)  -0.180
Si (-1.636, 1.202, 2.479)  0.503
C (-1.566, 1.432, 4.344)  -0.184
C (-1.929, 2.809, 1.546)  -0.209
C (-2.884, -0.158, 2.070)  -0.219
H (2.684, -3.471, 2.055)  0.047
H (3.328, -1.844, 1.889)  0.018
H (2.411, -2.570, 0.566)  -0.017
H (0.844, -2.615, 4.696)  0.049
H (0.265, -0.955, 4.674)  0.006
H (1.993, -1.294, 4.558)  0.029
H (-0.321, -3.936, 1.923)  0.041
H (-0.980, -2.638, 0.923)  -0.023
H (-1.425, -2.767, 2.621)  0.030
H (4.261, 1.206, 1.007)  0.004
H (4.126, 0.317, 2.524)  0.026
H (4.675, 1.981, 2.524)  0.049
H (1.211, 3.449, 0.643)  -0.006
H (2.706, 4.124, 1.285)  0.044
H (1.236, 4.197, 2.241)  0.038
H (2.054, 0.912, 4.644)  0.016
H (0.976, 2.299, 4.504)  0.006
H (2.709, 2.542, 4.669)  0.053
H (-1.033, 2.337, 4.633)  0.023
H (-1.105, 0.590, 4.859)  0.017
H (-2.587, 1.524, 4.722)  0.051
H (-1.253, 3.593, 1.887)  0.033
H (-2.949, 3.180, 1.677)  0.047
H (-1.748, 2.654, 0.485)  -0.025
H (-2.897, -0.936, 2.833)  0.036
H (-2.660, -0.630, 1.114)  -0.033
H (-3.899, 0.245, 2.018)  0.041

Its HOMO-LUMO gap (alpha / beta) is 6.345 / 5.965 eV. Its spin multiplicity is 4. The total energy comes out at -6861.94819 Eh. The charge is +2. The energy above the lowest of the compared OMol25 structures with the same formula, charge and spin is 14.76 kcal per mole. Its expectation value of S² is 3.805.

=====

charge of number 2 (C28H55As2NReSi4)?
+2